Entry 1:
A structure of composition C7H7CoO6S at a distorted geometry, computed with the ωB97M-V functional and the def2-TZVPD basis.

Last column: Löwdin spin population.
Atoms and positions in Å:
O (-1.98, -2.32, 0.01)  0.01
C (-1.26, -1.46, -0.25)  0.04
Co (0.15, -0.19, -0.68)  1.21
O (2.05, -0.82, 1.41)  0.02
C (1.28, -0.61, 0.57)  0.02
C (0.48, 1.51, -0.24)  0.30
O (1.09, 2.41, 0.23)  0.45
C (-0.76, 1.40, -1.12)  0.30
O (-1.52, 2.30, -1.38)  0.58
C (0.98, -0.95, -2.02)  0.05
O (1.52, -1.42, -2.92)  0.00
H (-0.76, 0.25, -1.65)  0.02
C (-1.56, 2.05, 3.43)  0.06
S (-1.47, 0.72, 2.22)  0.29
C (-1.18, -0.66, 3.34)  0.06
O (-2.83, 0.54, 1.64)  0.57
H (-0.75, 1.94, 4.15)  0.00
H (-2.54, 1.99, 3.91)  0.01
H (-1.45, 2.99, 2.87)  0.00
H (-2.03, -0.70, 4.03)  0.01
H (-1.11, -1.58, 2.74)  0.00
H (-0.24, -0.49, 3.89)  0.00

Results
⟨S²⟩ = 6.053
HOMO energy (alpha / beta) = -15.8616 / -19.2968 eV
frontier orbital gap (alpha / beta) = 6.7176 / 7.0210 eV
spin multiplicity = 5
maximum force = 8.8 eV/Å
net charge = +2
ΔE to the lowest compared entry with this formula, charge and spin = 74.23 kcal/mol

=====

Entry 2:
An isolated molecule of C4H6N4O at a distorted geometry, computed with the ωB97M-V functional and the def2-TZVPD basis.

Last column: Löwdin charge in e.
Atoms and positions in Å:
H (1.17, 2.80, 0.15)  0.14
N (1.58, 1.73, -0.03)  0.10
C (0.67, 0.82, -0.02)  -0.39
C (-0.78, 1.12, 0.33)  -0.03
C (-1.67, -0.07, 0.07)  -0.66
O (-2.67, 0.14, -0.49)  0.12
N (-1.17, -1.22, 0.29)  0.16
C (0.11, -1.37, 0.13)  -0.18
N (0.98, -0.51, -0.08)  -0.09
N (2.37, -1.00, -0.17)  0.13
H (-0.99, 1.53, 1.45)  0.18
H (-1.17, 1.78, -0.57)  0.17
H (0.43, -2.37, 0.44)  0.15
H (2.90, -0.42, 0.42)  0.04
H (2.67, -0.50, -1.13)  0.16

Results
HOMO energy = -9.4494 eV
frontier orbital gap = 9.5742 eV
SMILES string = [H]/N=C1\CC(=O)N=CN1N
maximum force = 8.7 eV/Å
net charge = 0
ΔE to the lowest compared entry with this formula, charge and spin = 70.78 kcal/mol

=====

Entry 3:
A cluster of 2 separate species, C2H4OS in total at a distorted geometry, computed with the ωB97M-V functional and the def2-TZVPD basis.

Last column: Löwdin charge in e.
Atoms and positions in Å:
C (-2.67, -1.00, 0.10)  -0.02
C (-2.18, 0.00, 0.61)  -0.02
H (-3.47, -1.71, -0.21)  0.04
H (-1.31, 0.49, 0.94)  -0.02
O (2.61, 1.34, -0.08)  -0.62
S (1.98, -0.22, 0.23)  0.64
H (3.55, 1.30, -0.45)  0.06
H (1.48, -0.20, -1.14)  -0.07

Results
HOMO energy = -9.5340 eV
frontier orbital gap = 9.7031 eV
SMILES string = C#C.OS
maximum force = 3.4 eV/Å
net charge = 0
ΔE to the lowest compared entry with this formula, charge and spin = 87.77 kcal/mol

=====

Entry 4:
A structure of composition C29H38HgNO2P2Si at a distorted geometry, computed with the ωB97M-V functional and the def2-TZVPD basis.

Last column: Löwdin charge in e.
Atoms and positions in Å:
Hg (0.36, 0.11, -0.45)  0.72
P (2.62, -0.75, -1.12)  0.74
C (2.63, -0.65, -2.93)  -0.32
C (1.43, -1.29, -3.55)  -0.34
N (0.25, -0.99, -2.98)  0.02
C (-0.89, -1.50, -3.42)  -0.34
C (-0.92, -2.41, -4.49)  -0.02
C (0.29, -2.75, -5.10)  -0.03
C (1.48, -2.19, -4.63)  -0.01
C (-2.16, -1.02, -2.72)  -0.26
P (-1.80, 0.52, -1.80)  0.79
H (2.45, -2.45, -5.04)  0.12
H (-1.88, -2.79, -4.82)  0.11
H (0.30, -3.45, -5.93)  0.11
H (-2.96, -0.85, -3.45)  0.10
H (-2.51, -1.77, -2.00)  0.10
H (2.65, 0.62, -3.18)  0.06
H (3.57, -1.05, -3.34)  0.09
H (2.05, 2.49, -2.65)  0.06
O (2.82, 1.98, -3.24)  -0.11
H (2.78, 2.33, -4.14)  0.08
H (0.73, 2.06, -1.22)  0.00
O (0.97, 2.88, -1.80)  -0.07
H (0.96, 3.64, -1.17)  0.10
C (-1.66, 1.75, -3.13)  -0.25
H (-2.59, 1.77, -3.71)  0.06
H (-1.48, 2.75, -2.70)  0.04
H (-0.83, 1.51, -3.80)  0.05
C (-3.28, 0.96, -0.87)  -0.24
H (-3.06, 1.84, -0.24)  0.05
H (-4.10, 1.21, -1.57)  0.06
H (-3.59, 0.13, -0.22)  0.03
C (2.77, -2.48, -0.59)  -0.24
H (3.77, -2.88, -0.83)  0.06
H (2.61, -2.55, 0.50)  0.04
H (2.01, -3.11, -1.09)  0.05
C (4.10, 0.13, -0.56)  -0.24
H (4.02, 0.35, 0.51)  0.03
H (4.98, -0.50, -0.73)  0.06
H (4.20, 1.07, -1.11)  0.05
C (-1.55, 4.77, 2.02)  -0.08
C (-0.25, 4.36, 1.66)  -0.09
C (0.10, 3.01, 1.74)  -0.14
C (-0.86, 2.04, 2.12)  -0.31
C (-2.12, 2.47, 2.56)  -0.10
C (-2.46, 3.82, 2.49)  -0.08
Si (-0.39, 0.24, 1.94)  0.57
C (0.83, -0.19, 3.28)  -0.30
C (2.21, -0.32, 3.04)  -0.11
C (3.07, -0.65, 4.09)  -0.08
C (2.57, -0.83, 5.38)  -0.08
C (1.20, -0.69, 5.63)  -0.07
C (0.33, -0.38, 4.58)  -0.09
C (-1.65, -1.14, 1.91)  -0.33
C (-1.16, -2.43, 1.64)  -0.12
C (-2.03, -3.53, 1.61)  -0.08
C (-3.39, -3.36, 1.89)  -0.08
C (-3.88, -2.07, 2.15)  -0.08
C (-3.03, -0.97, 2.13)  -0.12
H (-1.82, 5.82, 1.95)  0.11
H (0.48, 5.09, 1.34)  0.10
H (1.13, 2.70, 1.53)  0.10
H (-2.83, 1.75, 2.98)  0.09
H (-3.47, 4.14, 2.79)  0.11
H (2.60, -0.18, 2.03)  0.05
H (4.14, -0.76, 3.90)  0.10
H (3.25, -1.08, 6.20)  0.11
H (0.81, -0.82, 6.63)  0.11
H (-0.74, -0.28, 4.77)  0.11
H (-0.10, -2.58, 1.43)  0.09
H (-1.63, -4.52, 1.38)  0.11
H (-4.05, -4.22, 1.90)  0.11
H (-4.94, -1.93, 2.36)  0.11
H (-3.43, 0.04, 2.29)  0.08

Results
HOMO energy = -9.5329 eV
frontier orbital gap = 6.6381 eV
maximum force = 2.9 eV/Å
net charge = +1

=====

Entry 5:
An isolated molecule of N2P2S at a distorted geometry, computed with the ωB97M-V functional and the def2-TZVPD basis.

Last column: Löwdin charge in e.
Atoms and positions in Å:
P (-1.96, 1.57, -0.81)  0.10
P (-1.57, -0.18, -0.03)  0.17
N (0.10, -0.04, 0.81)  -0.24
N (1.14, -0.40, 0.42)  -0.74
S (2.29, -0.95, -0.39)  0.71

Results
HOMO energy (alpha / beta) = -8.0646 / -8.0692 eV
frontier orbital gap (alpha / beta) = 6.3524 / 6.3603 eV
SMILES string = P#P=NN=S
maximum force = 5.0 eV/Å
net charge = 0
ΔE to the lowest compared entry with this formula, charge and spin = 91.57 kcal/mol

=====

Entry 6:
A structure of composition C5H4O2 at a distorted geometry, computed with the ωB97M-V functional and the def2-TZVPD basis.

Last column: Löwdin charge in e.
Atoms and positions in Å:
O (0.55, -2.42, -1.35)  0.27
C (0.16, -1.34, -1.26)  -0.03
C (0.25, -0.19, 1.64)  0.01
C (0.20, 0.91, 0.88)  -0.18
C (-0.37, 1.00, -0.46)  -0.03
C (-0.38, -0.04, -1.33)  -0.40
O (-0.77, -0.37, -2.53)  0.03
H (-0.22, -1.13, 1.35)  0.06
H (0.74, -0.18, 2.61)  0.06
H (0.61, 1.83, 1.27)  0.10
H (-0.78, 1.94, -0.82)  0.12

Results
HOMO energy (alpha / beta) = -8.5792 / -8.5795 eV
frontier orbital gap (alpha / beta) = 7.9422 / 7.9417 eV
maximum force = 1.3 eV/Å
net charge = 0
ΔE to the lowest compared entry with this formula, charge and spin = 64.29 kcal/mol